(1)
A 10-piece molecular cluster, C14H48N16O10 overall, computed with the ωB97M-V functional and the def2-TZVPD basis.

XYZ file:
```
88
Properties=species:S:1:pos:R:3:forces:R:3:lowdin_charge:R:1
N 3.81584 11.31913 -11.67769 -0.1 0.0 0.8 0.140
C 2.86488 12.18568 -12.14424 0.9 0.3 -3.0 -0.668
N 1.65008 12.14716 -11.57906 -0.9 0.0 0.9 0.183
O 3.13522 12.83818 -13.15991 -0.7 -0.2 1.3 0.014
H 4.53494 11.19586 -12.36858 0.0 -0.4 0.1 0.103
H 3.48038 10.55569 -11.11461 0.5 -0.2 -0.1 0.087
H 0.88890 12.64072 -12.00696 0.2 0.2 -0.1 0.111
H 1.41542 11.51081 -10.83996 0.0 0.0 0.1 0.073
N 5.90055 14.46473 -12.07976 0.4 0.0 0.3 0.150
C 4.79920 15.18489 -12.47682 -0.9 -1.2 -1.3 -0.706
N 4.04968 15.65776 -11.46286 -0.4 1.0 0.2 0.161
O 4.40563 15.26458 -13.63753 1.2 0.4 0.5 0.001
H 6.41850 13.89990 -12.72378 -0.1 0.2 -0.2 0.094
H 6.22152 14.54488 -11.13225 0.0 0.0 0.0 0.067
H 4.27436 15.60189 -10.47293 0.0 0.1 -0.4 0.036
H 3.38885 16.32514 -11.82669 -0.2 -0.1 0.5 0.107
N 2.01645 14.10270 -8.40977 -0.2 -0.1 -0.3 0.196
C 0.72198 13.90628 -8.08632 1.5 0.6 0.8 -0.631
N 0.35398 12.61268 -8.23846 -0.7 0.0 0.5 0.165
O -0.00175 14.77383 -7.57375 -0.5 0.0 -0.3 -0.027
H 2.44840 15.00213 -8.51816 -0.2 0.1 0.4 0.085
H 2.53976 13.30407 -8.73423 0.3 0.2 -0.2 0.042
H 1.02287 11.91656 -8.51375 -0.2 -0.1 -0.2 0.069
H -0.61885 12.39072 -8.10931 0.5 -0.2 0.0 0.041
N 6.22051 14.38224 -7.32437 -0.3 -0.7 -0.2 0.179
C 5.56770 15.39464 -7.92068 -1.3 0.9 -2.2 -0.634
N 5.93581 16.65176 -7.62226 1.2 0.1 1.6 0.177
O 4.71586 15.20561 -8.81263 0.8 -0.5 1.0 -0.033
H 6.97459 14.48828 -6.67345 0.1 0.1 -0.1 0.105
H 6.10971 13.52571 -7.85942 0.1 -0.1 0.6 0.064
H 6.51442 16.72918 -6.80035 0.0 0.5 -0.1 0.101
H 5.50682 17.48530 -7.97354 -0.4 -0.3 -0.2 0.116
N -2.51280 11.93228 -5.60190 -0.2 -1.0 0.0 0.160
C -3.56817 11.33399 -4.96327 -0.4 0.0 0.0 -0.678
N -4.52020 12.25403 -4.66323 -0.9 -0.1 0.6 0.160
O -3.66719 10.13400 -4.71956 0.5 0.6 -0.1 0.004
H -2.50672 12.93296 -5.63398 0.7 0.1 -0.1 0.082
H -1.73693 11.32802 -5.80063 0.2 0.5 0.0 0.073
H -4.51845 13.19441 -5.01225 0.2 0.4 0.0 0.057
H -5.23312 12.02908 -3.99186 0.0 -0.3 -0.2 0.106
N -2.78467 15.89498 -7.22990 0.5 0.0 -0.6 0.176
C -3.09235 15.65260 -5.94293 -1.4 1.2 1.0 -0.684
N -2.11763 15.95968 -5.03500 0.6 -0.5 -0.5 0.166
O -4.21628 15.34236 -5.53470 0.3 -0.6 -0.5 -0.013
H -1.84603 16.14390 -7.49589 0.1 -0.3 0.0 0.077
H -3.44801 15.80592 -7.97589 -0.3 -0.3 0.3 0.111
H -1.25252 16.31302 -5.39595 0.2 0.1 0.3 0.053
H -2.41456 16.21405 -4.11198 0.0 -0.1 0.0 0.110
N 4.84128 10.45180 -7.43078 0.5 1.1 -1.3 0.182
C 4.69933 11.36244 -8.45330 -2.2 -0.7 1.4 -0.651
N 5.84814 11.80857 -8.96688 1.6 1.0 -1.0 0.152
O 3.59326 11.77224 -8.80405 0.5 -0.5 0.0 -0.006
H 4.01471 10.01781 -7.06301 0.2 -0.1 0.3 0.102
H 5.79679 10.20939 -7.25744 -0.3 -0.8 0.7 0.093
H 6.75562 11.46969 -8.70383 -0.1 -0.3 0.0 0.112
H 5.82861 12.39743 -9.78851 -0.4 -0.1 0.0 0.106
N 1.35921 8.14551 -5.05555 -0.3 -1.4 0.5 0.148
C 1.57924 9.47496 -5.01502 1.0 0.7 -0.8 -0.682
N 0.87508 10.15043 -5.99117 0.0 0.6 0.1 0.152
O 2.47272 9.97882 -4.34671 -0.7 0.0 -0.2 0.024
H 1.74050 7.59341 -4.30478 0.0 0.2 0.0 0.109
H 0.55881 7.75034 -5.51467 -0.1 0.1 0.0 0.096
H 0.04022 9.77355 -6.39890 0.0 -0.2 0.1 0.071
H 0.98061 11.14992 -6.06535 0.1 0.0 0.2 0.089
C -2.81987 9.28616 -9.93728 -1.1 -0.2 -1.7 -0.063
C -1.95728 10.53751 -9.96264 0.0 0.0 2.9 -0.423
C -2.59253 11.51924 -8.98160 -1.9 0.5 -0.9 -0.079
O -0.64576 10.30567 -9.39114 0.5 -0.4 -1.2 -0.089
H -2.94923 8.67825 -9.04198 0.6 0.5 0.4 0.088
H -2.63651 8.58588 -10.75645 0.5 0.1 0.1 0.079
H -3.82809 9.64800 -10.16787 -0.1 -0.1 0.1 0.084
H -1.90287 10.98420 -10.95163 0.5 -0.3 -0.1 0.143
H -2.87672 11.02054 -8.05525 0.4 0.1 0.2 0.073
H -3.56192 11.82804 -9.39655 0.0 0.0 0.0 0.090
H -2.09583 12.47416 -8.81131 0.2 -0.3 -0.1 0.063
H -0.78036 9.83131 -8.56641 -0.1 -0.1 -0.1 0.066
C 1.00267 18.24958 -4.94472 -0.3 0.5 0.5 -0.067
C 2.02640 17.11724 -4.88140 -3.3 0.5 -0.4 -0.469
C 1.75072 16.13668 -3.74006 1.1 -0.5 -0.1 -0.056
O 1.90811 16.41099 -6.12248 1.7 0.2 -0.1 -0.080
H 0.00314 17.84588 -5.07882 -0.2 -0.1 0.2 0.048
H 1.11007 18.96734 -5.75945 0.5 -0.2 -0.1 0.079
H 0.99676 18.83843 -4.02274 0.0 -0.1 0.1 0.079
H 2.97724 17.62023 -4.71331 0.5 -0.7 -0.6 0.131
H 1.65788 16.51666 -2.72236 0.4 0.5 -0.1 0.076
H 2.65392 15.53020 -3.86002 -0.2 -0.5 0.8 0.080
H 0.89626 15.46589 -3.84042 -0.1 0.2 -0.7 0.073
H 1.04486 16.01113 -6.34420 0.2 0.2 0.5 0.049
```
Positions in Å, forces in eV/Å.

- maximum force (eV Å⁻¹) = 3.4
- HOMO energy (eV) = -8.660
- ΔE to the lowest compared entry with this formula, charge and spin (eV) = 1.287
- calculated total energy (hartree) = -2191.01428
- M (g mol⁻¹) = 600.6
- LUMO energy (eV) = -0.03
- SMILES = NC(N)=O.NC(N)=O.NC(N)=O.NC(N)=O.NC(N)=O.NC(N)=O.NC(N)=O.NC(N)=O.CC(C)O.CC(C)O


(2)
C2HCuLiO3 as an isolated structure, computed with the ωB97M-V functional and the def2-TZVPD basis.

XYZ file:
```
8
Properties=species:S:1:pos:R:3:forces:R:3:nbo_charge:R:1
O -0.33918 1.63520 -0.69828 -0.1 0.3 0.9 -0.568
C -0.94821 0.62280 -0.44642 2.1 -0.4 -4.0 0.384
H -2.03244 0.52256 -0.63332 0.3 -0.2 0.8 0.205
O 1.17537 -0.44972 0.18727 1.8 -0.5 -1.4 -0.891
C -0.02482 -0.67368 -0.15220 -3.7 3.7 4.3 0.641
O -0.81228 -1.22156 0.67063 1.1 -2.5 -0.5 -0.682
Cu 2.08120 1.42561 -0.54145 -1.1 -0.7 0.2 0.949
Li 0.90037 -1.86120 1.61378 -0.4 0.2 -0.2 0.962
```
Positions in Å, forces in eV/Å.

- total charge = +1
- maximum force (eV Å⁻¹) = 6.8
- HOMO energy (eV) = -14.031
- ΔE to the lowest compared entry with this formula, charge and spin (eV) = 0.000
- calculated total energy (hartree) = -1950.27705
- M (g mol⁻¹) = 143.5
- LUMO energy (eV) = -5.20


(3)
One molecule with the formula C2H6N2, computed with the ωB97M-V functional and the def2-TZVPD basis.

XYZ file:
```
10
Properties=species:S:1:pos:R:3:forces:R:3:nbo_charge:R:1
C 1.36933 -0.05089 0.20534 -0.1 -0.6 -1.7 -0.464
N 0.20804 -0.00295 1.11142 0.0 1.6 -0.6 -0.462
C -0.89794 0.33953 0.56581 0.7 -1.9 -0.3 0.287
N -1.35639 0.02445 -0.76103 0.0 1.1 1.4 -0.861
H 1.10784 0.37197 -0.77419 0.1 0.9 0.3 0.163
H 2.18026 0.51691 0.65281 0.0 0.0 0.0 0.215
H 1.80646 -0.97130 -0.26024 -0.5 -0.3 1.6 0.201
H -1.71607 0.74736 1.14530 0.0 -0.2 0.5 0.166
H -2.06817 -0.65965 -0.51568 -0.1 0.0 -1.0 0.384
H -0.63333 -0.31542 -1.36953 0.0 -0.5 0.0 0.370
```
Positions in Å, forces in eV/Å.

- maximum force (eV Å⁻¹) = 2.0
- HOMO energy (eV) = -9.112
- ΔE to the lowest compared entry with this formula, charge and spin (eV) = 1.867
- calculated total energy (hartree) = -189.26093
- M (g mol⁻¹) = 58.1
- LUMO energy (eV) = 0.98
- SMILES = C/N=C\N